(1)
Here is a cluster of 20 separate species, C20H40Cl40 in total at a distorted geometry from the OMol25 dataset. Energies are from wB97M-V/def2-TZVPD.

orbital gap: 10.67 eV
spin multiplicity: 1

Each line ends with the Mulliken charge.
Cartesian coordinates (Å):
C: -2.93 3.17 1.68  -0.06
Cl: -2.70 2.32 0.08  0.14
Cl: -4.03 4.62 1.66  -0.19
H: -3.34 2.49 2.37  0.31
H: -1.97 3.51 1.98  -0.17
C: 2.67 4.25 -1.00  -0.41
Cl: 2.88 6.01 -0.83  -0.18
Cl: 0.92 3.75 -1.33  0.05
H: 3.28 3.86 -1.77  0.39
H: 2.77 3.85 -0.01  0.19
C: 4.57 3.10 4.87  0.00
Cl: 6.05 3.08 5.74  -0.15
Cl: 4.43 4.71 3.99  -0.18
H: 4.51 2.34 4.05  0.01
H: 3.69 2.98 5.49  0.31
C: -1.94 -3.80 5.12  0.28
Cl: -3.14 -4.60 4.14  -0.14
Cl: -0.82 -4.81 6.07  -0.16
H: -1.29 -3.34 4.44  -0.34
H: -2.43 -3.12 5.78  0.36
C: -0.15 1.55 3.68  0.88
Cl: 0.62 2.45 2.39  -0.03
Cl: -0.89 2.62 4.85  -0.17
H: -0.88 0.86 3.26  -0.06
H: 0.60 0.97 4.24  -0.62
C: -4.68 4.48 -2.15  0.30
Cl: -2.90 4.40 -2.55  -0.11
Cl: -5.56 5.68 -3.07  -0.17
H: -5.02 3.50 -2.45  -0.09
H: -4.80 4.60 -1.06  0.02
C: -2.82 -4.23 -3.58  -0.12
Cl: -2.91 -4.30 -5.35  -0.18
Cl: -1.13 -4.29 -2.90  0.00
H: -3.20 -3.28 -3.17  0.03
H: -3.38 -5.03 -3.18  0.30
C: 4.00 -2.19 0.67  0.19
Cl: 4.19 -1.58 2.31  -0.10
Cl: 5.17 -3.37 0.16  -0.18
H: 2.98 -2.62 0.50  -0.05
H: 4.20 -1.33 0.02  0.08
C: -2.28 -7.37 -1.02  0.38
Cl: -3.83 -7.26 -0.13  -0.18
Cl: -0.88 -7.50 0.00  -0.12
H: -2.37 -8.39 -1.51  0.32
H: -2.21 -6.44 -1.60  -0.38
C: 2.54 -0.96 -4.78  -0.45
Cl: 2.86 0.75 -4.71  -0.12
Cl: 0.87 -1.22 -4.13  -0.10
H: 2.48 -1.30 -5.78  0.35
H: 3.20 -1.60 -4.20  0.28
C: 1.92 -5.62 -3.92  -0.30
Cl: 2.98 -4.61 -4.87  -0.15
Cl: 2.08 -5.01 -2.21  -0.09
H: 0.92 -5.56 -4.29  0.21
H: 2.26 -6.71 -3.91  0.31
C: -6.29 -0.22 -1.67  0.19
Cl: -7.01 1.33 -2.22  -0.17
Cl: -6.74 -0.42 0.04  -0.15
H: -6.79 -0.98 -2.33  0.32
H: -5.22 -0.37 -1.91  -0.23
C: -2.74 -2.02 1.22  0.83
Cl: -3.84 -2.83 0.05  -0.17
Cl: -3.45 -0.85 2.34  -0.16
H: -2.34 -2.83 1.89  -0.02
H: -1.98 -1.55 0.67  -0.54
C: 7.22 3.92 1.52  -0.29
Cl: 6.40 4.92 0.25  -0.15
Cl: 6.45 2.38 1.62  -0.09
H: 8.23 3.82 1.09  0.33
H: 7.09 4.44 2.44  0.22
C: 0.22 3.75 -5.76  -0.21
Cl: -1.13 2.62 -5.88  -0.11
Cl: 0.22 4.88 -4.41  -0.08
H: 1.16 3.15 -5.77  0.09
H: 0.28 4.28 -6.70  0.34
C: -0.96 6.59 0.02  0.23
Cl: -0.29 5.59 1.48  -0.14
Cl: -1.96 7.85 0.64  -0.15
H: -0.17 7.01 -0.62  0.28
H: -1.49 5.87 -0.61  -0.22
C: 2.06 -1.25 6.07  -0.18
Cl: 2.72 0.16 5.24  -0.06
Cl: 0.38 -1.06 6.55  -0.13
H: 2.09 -2.09 5.44  -0.01
H: 2.64 -1.45 6.95  0.36
C: 1.48 -4.98 3.06  -0.45
Cl: 1.97 -5.57 1.51  -0.13
Cl: 1.10 -3.26 3.21  -0.01
H: 0.57 -5.51 3.38  0.29
H: 2.38 -5.09 3.54  0.35
C: 0.98 0.51 -0.52  0.39
Cl: 2.69 0.79 -0.43  -0.19
Cl: 0.58 -0.90 0.41  0.01
H: 0.38 1.39 -0.25  -0.23
H: 0.71 0.23 -1.58  0.07
C: -2.49 0.79 -3.62  0.02
Cl: -2.20 -0.45 -2.39  -0.03
Cl: -4.07 0.64 -4.35  -0.16
H: -2.26 1.69 -3.21  0.09
H: -1.73 0.65 -4.42  0.11


(2)
Here is a structure of composition C20H40Cu2O20S4 at a distorted geometry from the OMol25 dataset. Energies are from wB97M-V/def2-TZVPD.

orbital gap (spin up / spin down): 8.75 / 6.20 eV
spin multiplicity: 3

Each line ends with the Mulliken spin population.
Cartesian coordinates (Å):
Cu: -0.99 -0.82 -3.52  0.76
Cu: -0.85 -2.69 0.52  0.74
S: 0.51 -0.62 -0.53  0.00
O: 0.99 -1.97 -0.12  0.11
O: 1.37 0.48 -0.17  0.01
O: 0.26 -0.57 -1.98  0.03
O: -0.79 -0.68 0.22  0.05
S: -2.20 -3.28 -1.93  0.00
O: -2.76 -4.41 -2.62  0.04
O: -0.77 -3.43 -1.55  0.06
O: -2.29 -2.05 -2.80  0.17
O: -2.84 -3.04 -0.62  0.03
C: 1.63 1.60 -6.28  0.00
C: 1.65 2.50 -5.04  0.00
C: 1.01 1.64 -3.93  0.00
O: 0.45 0.50 -4.56  0.02
C: 0.52 0.63 -5.99  0.00
H: 2.61 1.14 -6.43  0.00
H: 1.37 2.17 -7.17  0.00
H: 1.09 3.42 -5.25  0.00
H: 2.61 2.97 -4.85  0.00
H: 0.28 2.23 -3.38  0.00
H: 1.86 1.41 -3.28  0.00
H: -0.45 0.97 -6.37  0.00
H: 0.58 -0.34 -6.50  0.00
C: 1.95 -1.69 4.16  0.00
C: 1.86 -3.13 4.63  0.00
C: 1.10 -3.86 3.51  0.00
O: 0.50 -2.86 2.70  0.00
C: 0.93 -1.53 3.04  -0.01
H: 2.95 -1.49 3.76  0.00
H: 1.78 -0.91 4.90  0.00
H: 1.20 -3.18 5.51  0.00
H: 2.75 -3.61 5.00  0.00
H: 0.32 -4.54 3.87  0.00
H: 1.75 -4.50 2.90  0.00
H: 0.03 -0.98 3.33  0.00
H: 1.28 -1.03 2.14  0.00
C: -3.28 2.64 -2.03  0.00
C: -3.55 2.67 -3.54  0.00
C: -3.55 1.19 -3.89  0.00
O: -2.56 0.61 -3.02  0.00
C: -2.43 1.40 -1.80  0.00
H: -4.22 2.58 -1.48  0.00
H: -2.86 3.60 -1.73  0.00
H: -2.69 3.12 -4.05  0.00
H: -4.46 3.20 -3.83  0.00
H: -3.37 0.98 -4.94  0.00
H: -4.50 0.74 -3.58  0.00
H: -1.38 1.66 -1.69  0.00
H: -2.79 0.77 -0.99  0.00
C: -3.09 -2.04 4.27  0.00
C: -3.67 -1.06 3.25  0.00
C: -3.35 -1.67 1.88  -0.01
O: -2.28 -2.60 2.15  0.01
C: -2.52 -3.17 3.42  0.00
H: -3.86 -2.43 4.95  0.00
H: -2.32 -1.60 4.90  0.00
H: -3.16 -0.10 3.27  0.00
H: -4.71 -0.77 3.39  0.00
H: -3.01 -0.94 1.15  0.00
H: -4.18 -2.19 1.39  0.00
H: -1.58 -3.52 3.83  0.00
H: -3.15 -4.06 3.39  0.00
C: 4.20 0.28 1.23  0.00
C: 4.14 -1.20 0.88  0.00
O: 5.40 -1.74 1.24  0.00
S: 6.55 -0.60 1.12  0.00
O: 7.29 -0.72 -0.08  0.00
O: 7.28 -0.63 2.34  0.00
O: 5.56 0.67 1.07  0.00
H: 3.89 0.39 2.27  0.00
H: 3.58 0.78 0.49  0.00
H: 3.78 -1.36 -0.14  0.00
H: 3.45 -1.69 1.56  0.00
C: 1.14 3.49 0.85  0.00
C: 0.31 2.74 1.89  0.00
O: -0.03 3.72 2.87  0.00
S: -0.19 5.16 2.21  0.00
O: 0.36 6.13 3.08  0.00
O: -1.49 5.38 1.68  0.00
O: 0.79 4.88 0.97  0.00
H: 0.85 3.21 -0.17  0.00
H: 2.23 3.38 0.84  0.00
H: 0.78 1.90 2.38  0.00
H: -0.59 2.35 1.42  0.00


(3)
Here is a cluster of 3 separate species, C20H40F14N4O6S2 in total at a distorted geometry from the OMol25 dataset. Energies are from wB97M-V/def2-TZVPD.

orbital gap: 7.52 eV
spin multiplicity: 1

Each line ends with the Mulliken charge.
Cartesian coordinates (Å):
C: 2.14 -2.73 0.07  -0.87
N: 2.30 -1.55 -0.83  -0.17
C: 1.13 -1.33 -1.72  -0.86
N: 0.86 0.12 -2.02  0.39
C: 0.66 0.78 -0.68  -1.09
C: -0.18 2.12 -0.70  -0.49
C: -1.73 1.93 -1.09  0.72
F: -2.22 3.25 -1.18  -0.33
F: -1.69 1.46 -2.44  -0.29
C: -2.48 0.97 -0.09  0.69
F: -2.19 -0.36 -0.51  -0.30
F: -1.80 1.09 1.15  -0.32
C: -4.00 1.22 0.24  0.39
F: -4.07 2.53 0.81  -0.28
F: -4.32 0.42 1.37  -0.28
C: -5.08 1.23 -0.90  0.67
F: -4.83 2.27 -1.83  -0.21
F: -6.29 1.61 -0.29  -0.26
S: -5.40 -0.32 -1.88  1.24
F: -6.10 0.63 -3.09  -0.32
F: -6.94 -0.42 -1.21  -0.32
F: -4.84 -1.35 -0.74  -0.28
F: -3.99 -0.25 -2.72  -0.25
F: -5.81 -1.64 -2.80  -0.30
S: 2.13 0.83 -2.92  1.23
O: 2.17 0.08 -4.23  -0.68
O: 1.93 2.27 -3.24  -0.57
F: 3.64 0.64 -2.24  -0.26
H: 1.07 -3.04 0.28  0.22
H: 2.60 -2.45 1.08  0.29
H: 2.76 -3.63 -0.30  0.30
H: 3.07 -1.81 -1.47  0.29
H: 0.20 -1.80 -1.26  0.37
H: 1.35 -1.89 -2.69  0.43
H: 1.70 1.04 -0.27  0.26
H: 0.23 0.01 0.05  0.54
H: -0.06 2.68 0.30  0.45
H: 0.22 2.85 -1.48  0.07
C: -0.34 9.65 0.43  -0.71
O: -0.59 8.91 -0.75  -0.33
C: 0.47 8.97 -1.70  -0.83
C: 1.24 7.65 -1.77  -0.05
N: 2.03 7.42 -0.56  -0.31
C: 2.53 6.05 -0.41  -1.27
C: 1.50 4.91 -0.37  0.24
O: 0.70 4.87 0.80  -0.45
C: -0.40 5.78 0.80  -0.62
H: -1.28 9.73 0.98  0.23
H: 0.38 9.14 1.08  0.30
H: 0.01 10.66 0.21  0.33
H: 1.15 9.82 -1.51  0.39
H: 0.01 9.14 -2.68  0.40
H: 1.90 7.66 -2.64  0.38
H: 0.50 6.86 -1.92  0.07
H: 1.46 7.64 0.25  0.10
H: 3.09 6.03 0.53  0.42
H: 3.24 5.86 -1.22  0.42
H: 2.07 3.97 -0.36  0.29
H: 0.88 4.86 -1.27  0.29
H: -0.83 5.91 -0.19  0.27
H: -0.09 6.74 1.21  0.22
H: -1.17 5.38 1.46  0.36
C: 3.45 -6.53 1.11  -0.90
O: 2.12 -6.07 0.91  -0.21
C: 1.34 -6.90 0.05  -0.88
C: 0.29 -7.69 0.84  -0.18
N: 0.91 -8.73 1.66  -0.32
C: 0.02 -9.31 2.67  -0.68
C: -0.60 -8.37 3.72  -0.46
O: 0.32 -7.84 4.66  -0.44
C: 1.08 -6.73 4.19  -0.49
H: 4.01 -5.72 1.57  0.23
H: 3.47 -7.39 1.78  0.37
H: 3.92 -6.79 0.15  0.38
H: 1.97 -7.56 -0.56  0.40
H: 0.81 -6.23 -0.63  0.38
H: -0.41 -8.16 0.14  0.41
H: -0.26 -6.97 1.45  0.14
H: 1.71 -8.34 2.14  0.09
H: 0.61 -10.06 3.21  0.37
H: -0.78 -9.85 2.16  0.39
H: -1.30 -8.97 4.31  0.35
H: -1.20 -7.57 3.27  0.34
H: 0.50 -6.09 3.52  0.27
H: 1.99 -7.07 3.71  0.12
H: 1.38 -6.14 5.06  0.34